C30H28FN3O3RhTe as an isolated structure, computed with ωB97M-V/def2-TZVPD.

```
67
Properties=species:S:1:pos:R:3:forces:R:3
Rh 0.9210 -0.4608 0.1292 -0.26 -0.22 0.02
C 0.5278 -7.6480 2.1266 0.00 0.00 0.00
C -0.8060 -7.1388 1.6085 0.00 0.00 0.00
C -1.9312 -7.4233 2.5891 0.00 0.01 0.01
C -3.2636 -7.0052 1.9949 0.01 0.01 0.00
C -3.2141 -5.5695 1.5502 0.00 -0.02 0.00
C -4.3661 -4.8256 1.4520 0.00 0.01 0.00
C -4.3123 -3.4934 1.0508 -0.01 -0.01 0.01
F -5.4615 -2.8079 0.9672 0.00 0.00 0.00
C -3.1349 -2.8742 0.7580 0.01 0.02 -0.02
C -1.9447 -3.6075 0.8583 -0.03 0.03 -0.01
C -0.6807 -2.9456 0.5723 0.14 -0.09 -0.11
O -0.7120 -1.7262 0.2181 -0.01 0.20 0.23
C 0.4793 -3.7306 0.6859 -0.01 0.05 -0.02
C 0.3587 -5.0574 1.0365 -0.03 -0.03 -0.02
N -0.7840 -5.6722 1.3183 0.00 0.02 -0.01
C -1.9811 -4.9552 1.2424 0.02 -0.03 0.01
C 1.8822 -3.2701 0.4032 0.03 0.02 -0.05
O 2.7719 -4.0877 0.3271 -0.02 0.01 0.02
O 2.1080 -1.9820 0.2963 0.11 -0.05 0.05
H 0.3948 -8.6846 2.4328 0.00 0.00 0.00
H 0.8577 -7.0780 2.9969 0.00 0.00 0.00
H 1.3150 -7.6367 1.3751 0.00 0.00 0.00
H -1.0375 -7.6323 0.6594 -0.01 0.00 0.00
H -1.7381 -6.8885 3.5237 0.00 0.00 0.00
H -1.9312 -8.4888 2.8157 0.00 0.00 0.00
H -4.0735 -7.1367 2.7122 0.00 0.00 0.00
H -3.4962 -7.6431 1.1367 0.00 0.00 0.00
H -5.3262 -5.2651 1.6911 0.00 0.00 0.00
H -3.1046 -1.8401 0.4499 0.00 0.00 0.02
H 1.2676 -5.6377 1.0719 0.00 0.00 0.01
C 4.7415 6.7036 -0.5642 0.00 0.00 0.00
C 4.0425 5.3872 -0.7414 0.00 0.01 -0.01
C 3.8292 4.5339 0.3354 0.01 0.00 0.00
C 3.1865 3.3162 0.1882 0.03 -0.09 -0.01
C 2.9713 2.4606 1.3990 0.00 0.01 0.02
C 2.7453 2.9299 -1.0926 -0.21 0.24 0.00
Te 1.9514 1.0385 -1.4814 0.20 -0.31 -0.07
C 2.9427 3.7816 -2.2001 -0.05 0.00 0.00
C 2.5059 3.4953 -3.6162 -0.01 0.01 0.00
C 3.5911 4.9916 -1.9919 0.02 0.01 0.00
H 5.0335 6.8637 0.4719 0.00 0.00 0.00
H 4.0950 7.5278 -0.8692 0.00 0.00 0.00
H 5.6387 6.7489 -1.1831 0.00 0.00 0.00
H 4.1750 4.8265 1.3199 0.00 0.00 0.00
H 3.4206 2.9176 2.2792 0.01 0.00 -0.01
H 3.3939 1.4617 1.2721 0.00 0.00 0.00
H 1.9064 2.3464 1.5884 0.01 0.01 0.01
H 2.0318 2.5285 -3.7541 0.00 0.00 0.01
H 3.3656 3.5398 -4.2855 0.00 0.00 0.00
H 1.7983 4.2579 -3.9445 0.01 0.01 0.00
H 3.7482 5.6465 -2.8426 0.00 0.00 0.00
N -2.3526 1.8527 1.2576 0.01 0.00 0.02
C -1.5939 1.1421 0.4029 0.08 0.18 -0.08
N -0.4311 0.8363 0.9230 0.10 0.17 -0.09
C -0.4276 1.3434 2.2215 -0.12 -0.22 0.09
C 0.4922 1.1903 3.2587 0.00 0.00 -0.02
C 0.1820 1.7764 4.4662 -0.01 0.01 0.01
C -1.0184 2.4837 4.6559 0.01 -0.01 0.00
C -1.9556 2.5992 3.6521 0.00 0.00 0.00
C -1.6379 2.0012 2.4364 -0.03 0.00 -0.03
H -3.2701 2.2129 1.0582 0.00 -0.01 0.01
H -1.9070 0.8742 -0.5928 -0.01 0.01 0.01
H 1.4019 0.6210 3.1189 0.00 0.03 -0.01
H 0.8722 1.6832 5.2935 0.00 0.00 0.00
H -1.2183 2.9310 5.6199 0.00 0.00 0.00
H -2.8926 3.1163 3.8075 0.00 0.00 0.00
```
Positions in Å, forces in eV/Å.

Output
- E_tot (eV) = -55191.7265
- charge = +1
- molecular weight (g mol⁻¹) = 728.1
- energy relative to the best compared isomer or geometry (same formula, charge and spin) (eV) = 0.000
- lowest unoccupied orbital energy (spin up / spin down) (eV) = -4.794 / -4.704

Population analysis type natural (NBO), resulting atomic charges in e: number 1, Rh, carries 0.7257; number 2, C, carries -0.6272; number 3, C, carries -0.0260; number 4, C, carries -0.4044; number 5, C, carries -0.4270; number 6, C, carries 0.0019; number 7, C, carries -0.2245; number 8, C, carries 0.4019; number 9, F, carries -0.3095; number 10, C, carries -0.2540; number 11, C, carries -0.0552; number 12, C, carries 0.4858; number 13, O, carries -0.6865; number 14, C, carries -0.3383; number 15, C, carries 0.1761; number 16, N, carries -0.3128; number 17, C, carries 0.1436; number 18, C, carries 0.7761; number 19, O, carries -0.5938; number 20, O, carries -0.7040; number 21, H, carries 0.2397; number 22, H, carries 0.2244; number 23, H, carries 0.2283; number 24, H, carries 0.2087; number 25, H, carries 0.2157; number 26, H, carries 0.2346; number 27, H, carries 0.2366; number 28, H, carries 0.2280; number 29, H, carries 0.2411; number 30, H, carries 0.2441; number 31, H, carries 0.2608; number 32, C, carries -0.6375; number 33, C, carries 0.0558; number 34, C, carries -0.2248; number 35, C, carries -0.0278; number 36, C, carries -0.6399; number 37, C, carries -0.2586; number 38, Te, carries 0.5561; number 39, C, carries -0.0105; number 40, C, carries -0.6492; number 41, C, carries -0.2289; number 42, H, carries 0.2221; number 43, H, carries 0.2316; number 44, H, carries 0.2336; number 45, H, carries 0.2151; number 46, H, carries 0.2268; number 47, H, carries 0.2322; number 48, H, carries 0.2172; number 49, H, carries 0.2179; number 50, H, carries 0.2366; number 51, H, carries 0.2342; number 52, H, carries 0.2160; number 53, N, carries -0.5043; number 54, C, carries 0.2624; number 55, N, carries -0.4796; number 56, C, carries 0.1367; number 57, C, carries -0.2220; number 58, C, carries -0.2053; number 59, C, carries -0.1909; number 60, C, carries -0.2144; number 61, C, carries 0.0910; number 62, H, carries 0.4379; number 63, H, carries 0.2331; number 64, H, carries 0.2356; number 65, H, carries 0.2302; number 66, H, carries 0.2306; number 67, H, carries 0.2311

***

C30H28FN3O9Zn as an isolated structure, computed with ωB97M-V/def2-TZVPD.

```
72
Properties=species:S:1:pos:R:3:forces:R:3
Zn -2.7437 -0.3284 -0.4631 0.09 0.01 0.14
C 1.0777 -2.2481 4.8868 -0.03 0.01 -0.01
C 0.2647 -1.0715 5.4163 0.00 -0.03 0.01
C 1.1028 -0.0784 6.2117 -0.01 0.02 -0.01
C 2.0755 0.6610 5.3018 -0.02 0.01 0.03
C 1.3294 1.3014 4.1630 0.03 0.01 -0.03
C 1.8222 2.4239 3.5279 -0.01 -0.02 -0.01
C 1.1305 2.9823 2.4623 0.00 0.03 -0.01
F 1.6607 4.0822 1.8660 0.01 -0.02 0.03
C -0.0478 2.4599 2.0106 0.00 0.00 0.02
C -0.5744 1.3368 2.6528 -0.02 0.03 0.01
C -1.8421 0.7699 2.1377 0.04 0.01 0.01
O -2.4710 1.3652 1.2621 -0.05 0.03 -0.04
C -2.2535 -0.4664 2.7622 -0.01 0.01 0.06
C -1.5534 -0.9349 3.8162 0.05 0.04 0.04
N -0.4322 -0.3664 4.3369 0.03 -0.05 -0.06
C 0.1123 0.7499 3.7219 -0.04 0.00 0.02
C -3.4074 -1.3185 2.2685 0.11 -0.04 0.05
O -3.9742 -2.0466 3.0913 -0.02 0.06 -0.02
O -3.6622 -1.2501 1.0283 -0.16 -0.08 -0.14
H 1.6018 -2.7398 5.7116 0.00 0.00 -0.01
H 1.7823 -1.9349 4.1188 0.02 0.00 0.00
H 0.4196 -2.9724 4.4070 0.00 -0.01 -0.01
H -0.5179 -1.4630 6.0725 -0.01 0.04 0.01
H 1.6303 -0.6168 7.0018 0.02 0.01 0.00
H 0.4375 0.6477 6.6882 0.00 -0.01 0.01
H 2.8274 -0.0323 4.9115 -0.02 -0.02 -0.01
H 2.6138 1.4284 5.8631 0.02 -0.01 0.00
H 2.7585 2.8677 3.8467 0.00 0.01 0.00
H -0.5768 2.8678 1.1590 0.00 0.00 0.00
H -1.8957 -1.8368 4.3091 -0.01 -0.01 -0.02
C -0.7655 2.4461 -3.5896 -0.01 0.04 -0.04
O 0.5593 2.5529 -3.0706 -0.02 0.03 0.00
C 0.8197 1.7598 -1.9970 0.11 -0.09 0.06
C 2.1268 1.8677 -1.4543 -0.06 0.13 -0.08
C 2.4515 1.0818 -0.3899 0.18 -0.02 0.05
C 1.5617 0.1480 0.1982 -0.34 0.10 -0.30
C 2.0243 -0.6884 1.2788 0.00 -0.19 0.30
C 3.4591 -0.4818 1.7751 0.14 0.10 -0.09
O 1.3800 -1.5741 1.8352 0.01 0.12 -0.05
C 0.2034 0.0942 -0.3187 0.12 0.10 -0.08
O -0.7134 -0.6213 0.1918 0.00 -0.14 0.05
C -0.1009 0.9068 -1.4632 0.00 0.03 0.12
H -0.8176 3.1599 -4.4113 -0.02 0.00 0.01
H -1.5149 2.6700 -2.8285 -0.01 0.03 0.00
H -0.9773 1.4371 -3.9441 0.02 -0.01 -0.01
H 2.8325 2.5658 -1.8863 -0.01 0.01 0.00
H 3.4566 1.1771 0.0107 -0.10 -0.03 -0.04
H 3.6819 0.5645 1.9952 -0.04 -0.04 0.06
H 4.1769 -0.8185 1.0202 -0.02 -0.03 0.06
H 3.5783 -1.0821 2.6728 0.06 -0.06 0.05
H -1.1222 0.8023 -1.8629 0.04 -0.03 0.00
O -2.9717 0.2450 -2.1573 0.00 -0.22 -0.13
O 4.3716 -2.5815 -2.2332 0.01 -0.03 0.02
C 3.6673 -1.3749 -2.5812 -0.04 0.02 0.01
N 2.2699 -1.6070 -2.5948 0.04 -0.04 0.04
C 1.5675 -1.6967 -3.7730 -0.12 0.11 -0.02
O 2.1307 -1.6816 -4.8620 0.06 -0.03 -0.04
C 0.0977 -1.7503 -3.6255 0.20 -0.04 0.09
C -0.7003 -1.1698 -4.6188 -0.30 0.00 -0.08
C -2.0569 -1.1157 -4.4338 0.24 -0.08 -0.31
C -2.6037 -1.6530 -3.2534 -0.17 0.66 0.37
N -1.8641 -2.3665 -2.3877 0.03 -0.25 0.11
C -0.5482 -2.3503 -2.5470 -0.02 0.08 -0.09
H 5.2628 -2.3249 -1.9790 0.00 0.00 0.00
H 3.9707 -1.0464 -3.5761 -0.02 -0.01 -0.01
H 3.8816 -0.6002 -1.8420 0.02 -0.01 0.00
H 1.7520 -1.3460 -1.7657 0.00 -0.04 -0.01
H -0.2231 -0.7436 -5.4935 0.01 0.00 0.00
H -2.7093 -0.6240 -5.1435 0.01 0.02 0.00
H -3.6718 -1.6497 -3.1095 -0.02 -0.22 -0.05
H 0.0282 -2.8678 -1.7837 -0.01 -0.01 -0.01
```
Positions in Å, forces in eV/Å.

Output
- E_tot (eV) = -105600.4879
- charge = -2
- molecular weight (g mol⁻¹) = 659.0
- energy relative to the best compared isomer or geometry (same formula, charge and spin) (eV) = 1.468
- lowest unoccupied orbital energy (eV) = 4.055

Population analysis type Mulliken, resulting atomic charges in e: number 1, Zn, carries 0.3320; number 2, C, carries -1.1484; number 3, C, carries -0.2102; number 4, C, carries -1.1719; number 5, C, carries -1.0785; number 6, C, carries 1.1327; number 7, C, carries -0.6927; number 8, C, carries 0.2428; number 9, F, carries -0.4562; number 10, C, carries -0.6942; number 11, C, carries 0.8919; number 12, C, carries 0.4666; number 13, O, carries -0.8046; number 14, C, carries 0.4261; number 15, C, carries -0.2290; number 16, N, carries 0.3188; number 17, C, carries -0.7498; number 18, C, carries 0.2233; number 19, O, carries -0.7924; number 20, O, carries -0.5802; number 21, H, carries 0.4434; number 22, H, carries 0.1097; number 23, H, carries 0.3912; number 24, H, carries 0.4541; number 25, H, carries 0.4768; number 26, H, carries 0.3534; number 27, H, carries 0.2682; number 28, H, carries 0.4439; number 29, H, carries 0.4265; number 30, H, carries 0.5549; number 31, H, carries 0.4723; number 32, C, carries -0.5689; number 33, O, carries -0.5691; number 34, C, carries 1.2217; number 35, C, carries -1.3253; number 36, C, carries -0.3160; number 37, C, carries 0.7785; number 38, C, carries 1.1943; number 39, C, carries -1.8674; number 40, O, carries -0.6803; number 41, C, carries 0.5751; number 42, O, carries -1.2906; number 43, C, carries -1.0690; number 44, H, carries 0.2665; number 45, H, carries 0.2780; number 46, H, carries 0.0663; number 47, H, carries 0.3393; number 48, H, carries 0.3072; number 49, H, carries 0.3975; number 50, H, carries 0.3707; number 51, H, carries 0.3941; number 52, H, carries 1.0132; number 53, O, carries -1.0512; number 54, O, carries -0.5696; number 55, C, carries -0.4074; number 56, N, carries 0.1639; number 57, C, carries 0.4522; number 58, O, carries -0.7577; number 59, C, carries 0.7944; number 60, C, carries -0.7898; number 61, C, carries -0.4092; number 62, C, carries 0.0963; number 63, N, carries -0.7451; number 64, C, carries -0.3778; number 65, H, carries 0.3016; number 66, H, carries 0.3885; number 67, H, carries 0.2381; number 68, H, carries -0.2376; number 69, H, carries 0.3932; number 70, H, carries 0.3352; number 71, H, carries 0.3415; number 72, H, carries 0.5041